Entry 1:
{
  "formula": "C2H14NO4",
  "method": "the ωB97M-V functional and the def2-TZVPD basis",
  "elements": ["C", "C", "N", "H", "H", "H", "H", "H", "H", "H", "H", "O", "H", "H", "O", "H", "H", "O", "H", "H", "O"],
  "coordinates": [[0.218, -1.095, -1.483], [-0.351, -2.735, 0.221], [0.081, -1.553, -0.078], [1.085, -0.473, -1.669], [-0.566, -0.497, -1.732], [0.273, -2.069, -2.069], [-0.711, -3.496, -0.513], [-0.415, -2.876, 1.308], [0.327, -0.847, 0.649], [-1.915, 2.855, 0.274], [-3.149, 1.978, 0.013], [-2.302, 2.233, -0.422], [1.978, 3.472, -1.093], [2.873, 2.305, -1.877], [2.016, 2.782, -1.725], [0.303, 1.325, 0.861], [-1.337, 1.162, 0.626], [-0.396, 0.714, 0.515], [0.417, -1.795, 2.828], [0.958, -0.376, 3.011], [0.614, -1.013, 2.355]],
  "forces_ev_per_a": [[1.9, -3.4, 0.1], [0.3, 1.9, 0.4], [0.0, -2.1, -1.6], [0.4, -0.2, 0.5], [-2.5, 1.4, -0.7], [-0.1, 1.6, 0.2], [0.6, 0.9, 0.6], [-0.1, -0.6, -0.7], [-0.6, -0.7, 0.0], [-0.8, -0.7, -1.7], [0.4, 0.4, -0.7], [-0.4, 0.8, 2.5], [1.0, 0.8, 0.9], [-1.1, 1.5, 0.9], [0.1, -2.3, -1.7], [-1.2, -0.5, -0.5], [2.9, -1.1, -0.8], [-1.1, 2.4, 1.2], [-0.1, -1.2, 1.1], [-0.3, -0.5, -0.4], [0.8, 1.7, 0.5]],
  "lumo_energy_ev": -3.9,
  "charge": 1,
  "gap_ev": 10.28,
  "e_tot_ha": -440.004803
}

Entry 2:
{
  "formula": "C2H14NO4",
  "method": "the ωB97M-V functional and the def2-TZVPD basis",
  "elements": ["C", "C", "N", "H", "H", "H", "H", "H", "H", "H", "H", "O", "H", "H", "O", "H", "H", "O", "H", "H", "O"],
  "coordinates": [[-1.817, -0.145, -1.496], [-1.216, 0.594, 0.704], [-0.813, 0.206, -0.431], [-1.833, 0.553, -2.334], [-2.778, -0.079, -0.977], [-1.535, -1.116, -1.894], [-2.278, 0.851, 0.752], [-0.542, 0.569, 1.559], [0.165, 0.320, -0.795], [4.728, -0.104, 0.356], [4.134, -1.152, -0.540], [3.866, -0.399, 0.019], [-4.528, -0.727, 0.653], [-4.426, 0.700, 1.410], [-4.197, 0.175, 0.632], [2.796, -0.423, 1.375], [2.151, -0.630, 2.769], [1.901, -0.592, 1.812], [1.905, -0.201, -1.518], [2.518, 0.840, -0.695], [1.800, 0.760, -1.361]],
  "forces_ev_per_a": [[0.0, 0.7, 0.3], [0.2, -0.3, 0.0], [-0.5, 0.6, -1.9], [0.4, 0.2, 0.2], [0.1, -0.5, -0.5], [-0.3, -0.2, 0.2], [0.1, -0.5, 0.6], [0.0, 0.7, -0.1], [-0.1, -0.4, 0.9], [0.1, 0.3, 0.0], [-0.3, 0.0, 0.1], [0.5, -0.4, 0.5], [-0.4, 0.1, 0.6], [-0.6, -0.6, 0.0], [0.7, 0.5, -0.4], [0.2, -0.1, -1.0], [-0.5, -0.1, 0.2], [0.5, 0.1, 0.5], [-0.1, 0.4, -0.7], [-0.2, 0.6, -0.5], [0.3, -1.2, 0.9]],
  "lumo_energy_ev": [-7.7, -15.2],
  "charge": 2,
  "gap_ev": [10.73, 2.90],
  "e_tot_ha": -439.498275,
  "spin_multiplicity": 2,
  "s2": 0.756
}

Entry 3:
{
  "formula": "C2H14O4S",
  "method": "the ωB97M-V functional and the def2-TZVPD basis",
  "elements": ["C", "C", "S", "H", "H", "H", "H", "H", "H", "H", "H", "O", "H", "H", "O", "H", "H", "O", "H", "H", "O"],
  "coordinates": [[-1.252, 0.787, -1.775], [-1.702, 0.068, -0.507], [-1.879, 1.181, 0.916], [-1.016, 0.027, -2.520], [-2.062, 1.346, -2.255], [-0.449, 1.489, -1.566], [-1.019, -0.743, -0.251], [-2.618, -0.458, -0.741], [-3.127, 1.576, 0.627], [1.944, -3.222, 0.443], [1.334, -1.998, -0.120], [1.066, -2.856, 0.264], [1.852, 2.365, 1.541], [1.188, 0.983, 1.538], [1.592, 1.646, 0.959], [2.288, 0.202, -1.665], [1.694, 0.343, -0.289], [1.914, -0.320, -0.950], [0.504, -1.467, 1.967], [-0.590, -0.381, 2.097], [0.335, -0.568, 2.289]],
  "forces_ev_per_a": [[-0.5, -0.1, -0.2], [0.1, 0.0, -0.7], [-0.3, -0.1, -0.2], [0.6, 0.1, 0.0], [-0.1, 0.1, 0.4], [0.3, -0.2, -0.2], [0.3, 0.3, 0.2], [-0.5, 0.0, 0.3], [0.0, 0.0, 0.1], [-0.3, -0.3, 0.1], [-0.3, -0.1, -0.3], [0.7, 0.5, 0.2], [0.0, 0.0, -0.1], [-0.1, -0.2, 0.3], [0.0, 0.1, 0.1], [0.0, -0.2, -0.1], [0.1, 0.4, 0.3], [-0.1, -0.3, -0.2], [0.0, 0.1, -0.1], [-0.2, -0.1, 0.1], [0.3, -0.1, 0.0]],
  "lumo_energy_ev": 0.6,
  "charge": 0,
  "smiles": "CCS.O.O.O.O",
  "gap_ev": 9.95,
  "e_tot_ha": -783.746677
}

Entry 4:
{
  "formula": "C2H14O4S",
  "method": "the ωB97M-V functional and the def2-TZVPD basis",
  "elements": ["C", "C", "S", "H", "H", "H", "H", "H", "H", "H", "H", "O", "H", "H", "O", "H", "H", "O", "H", "H", "O"],
  "coordinates": [[1.522, -0.766, -1.071], [0.731, -1.612, -0.078], [-0.709, -2.442, -0.892], [2.573, -0.697, -0.793], [1.541, -1.063, -2.123], [1.093, 0.232, -1.150], [0.273, -1.119, 0.773], [1.430, -2.381, 0.276], [-0.020, -3.098, -1.845], [1.732, 1.311, 2.361], [0.704, 1.469, 1.263], [1.281, 0.774, 1.705], [-1.395, -0.358, -2.130], [-2.305, 0.726, -2.788], [-1.729, 0.526, -2.035], [-0.359, 1.961, -0.560], [-1.283, 1.861, 0.659], [-0.500, 2.317, 0.320], [-0.781, 0.564, 2.559], [-2.067, 1.125, 3.160], [-1.734, 0.670, 2.391]],
  "forces_ev_per_a": [[-0.1, 1.1, -0.8], [-0.2, -0.9, -0.5], [0.9, 0.3, 0.7], [-0.2, 0.0, 0.4], [-0.2, -0.7, 0.1], [0.1, 0.1, 0.4], [0.2, 0.4, 0.0], [-0.5, -0.3, 0.1], [0.1, -0.1, -0.1], [0.4, -0.2, 0.2], [0.4, -0.7, 0.1], [-0.8, 0.8, -0.3], [-0.1, -0.4, -0.6], [0.2, -0.2, 0.2], [-0.1, 0.8, 0.3], [-0.3, 0.1, -0.4], [-0.2, 0.0, 0.1], [0.2, -0.1, 0.2], [-0.2, 0.1, 0.0], [-0.3, 0.2, 0.4], [0.6, -0.3, -0.5]],
  "lumo_energy_ev": [-4.0, -9.2],
  "charge": 1,
  "gap_ev": [10.56, 5.31],
  "e_tot_ha": -783.401374,
  "spin_multiplicity": 2,
  "s2": 0.753
}

Entry 5:
{
  "formula": "C2H14O5",
  "method": "the ωB97M-V functional and the def2-TZVPD basis",
  "elements": ["C", "C", "H", "H", "H", "H", "H", "H", "O", "H", "H", "O", "H", "H", "O", "H", "H", "O", "H", "H", "O"],
  "coordinates": [[-0.561, 0.262, 3.547], [-0.578, -0.910, 2.814], [-0.799, 1.201, 3.049], [-0.129, 0.125, 4.514], [-1.560, -1.069, 2.188], [0.066, -1.779, 3.179], [1.292, -2.428, -2.037], [1.197, -1.249, -1.194], [0.910, -2.212, -1.189], [1.471, 0.317, 0.379], [2.847, 1.001, -0.025], [2.393, 0.150, 0.089], [0.893, 3.652, -0.956], [0.389, 2.265, -0.989], [0.820, 2.879, -0.500], [-1.542, 1.582, -2.401], [-1.010, 0.221, -2.651], [-0.666, 1.153, -2.462], [-1.057, -1.996, -1.656], [-2.578, -1.575, -1.541], [-1.801, -1.589, -2.158]],
  "forces_ev_per_a": [[0.7, -2.6, -2.2], [-2.0, 0.6, 1.4], [-0.8, -0.1, 0.9], [0.9, 1.0, 0.3], [2.8, 0.2, 0.1], [-1.6, 1.0, -0.5], [0.1, -0.8, -0.5], [-0.4, -1.3, 0.7], [0.3, 2.1, -0.2], [1.1, 0.3, -0.1], [-0.7, -0.2, 0.1], [-0.5, -0.1, 0.0], [0.2, 3.1, -2.1], [-2.2, -3.0, -2.8], [2.0, -0.3, 4.8], [0.7, 0.2, 0.0], [0.9, 1.1, 0.5], [-1.6, -1.3, -0.3], [-0.4, 0.3, -0.3], [1.2, -0.1, -0.8], [-0.6, -0.1, 1.1]],
  "lumo_energy_ev": 0.4,
  "charge": 0,
  "smiles": "C=C.O.O.O.O.O",
  "gap_ev": 9.88,
  "e_tot_ha": -460.713899
}

Entry 6:
{
  "formula": "C2H14O6",
  "method": "the ωB97M-V functional and the def2-TZVPD basis",
  "elements": ["C", "C", "O", "H", "H", "H", "H", "H", "H", "O", "H", "H", "O", "H", "H", "O", "H", "H", "O", "H", "H", "O"],
  "coordinates": [[2.226, 0.828, -0.051], [1.037, 0.771, -0.643], [1.177, 0.730, -2.032], [2.354, 0.693, 0.967], [3.144, 1.001, -0.599], [0.081, 0.644, -0.202], [0.401, 0.836, -2.535], [-2.215, 1.036, -0.183], [-2.170, 0.144, -1.497], [-2.002, 1.032, -1.104], [-1.841, -1.954, -0.559], [-2.578, -2.397, -1.716], [-2.393, -1.700, -1.342], [0.515, -2.167, -0.359], [0.270, -3.593, -0.673], [-0.139, -2.939, -0.240], [0.374, -2.418, 3.796], [1.639, -1.799, 3.250], [0.789, -1.659, 3.686], [0.837, 3.438, 1.720], [0.175, 3.499, 0.359], [-0.002, 3.717, 1.331]],
  "forces_ev_per_a": [[-0.3, 0.3, -0.6], [2.3, -0.4, -2.0], [0.9, -0.1, 1.3], [-0.1, 0.0, 1.9], [-0.3, -0.2, -0.3], [-0.7, 0.0, 0.2], [-1.9, 0.3, -0.4], [-0.4, -0.3, 0.7], [-0.2, 0.6, 0.9], [0.5, -0.1, -1.6], [-0.5, 0.2, -1.1], [-3.1, -11.3, -6.2], [3.5, 11.0, 7.2], [-1.5, -1.5, 0.4], [2.2, -4.2, -2.6], [-0.5, 5.7, 2.4], [-2.8, -5.6, 0.6], [-0.4, -0.2, 0.2], [3.2, 5.9, -0.9], [-0.1, 0.1, 0.2], [-0.6, 0.5, 1.9], [0.7, -0.6, -2.1]],
  "lumo_energy_ev": 0.2,
  "charge": 0,
  "smiles": "C=CO.O.O.O.O.O",
  "gap_ev": 9.46,
  "e_tot_ha": -535.936771
}

Entry 7:
{
  "formula": "C2H14O6V",
  "method": "the ωB97M-V functional and the def2-TZVPD basis",
  "elements": ["V", "C", "O", "H", "H", "H", "C", "O", "H", "H", "H", "O", "H", "H", "O", "H", "H", "O", "H", "H", "O", "H", "H"],
  "coordinates": [[15.678, 14.083, 9.486], [18.175, 13.205, 11.378], [17.423, 14.420, 10.907], [19.156, 13.378, 11.820], [17.519, 12.697, 12.085], [18.342, 12.514, 10.552], [13.435, 15.966, 11.161], [14.768, 15.635, 10.821], [12.604, 15.356, 10.806], [13.433, 15.966, 12.251], [13.182, 16.989, 10.883], [13.800, 13.729, 8.374], [13.077, 14.320, 8.583], [13.506, 13.256, 7.595], [15.174, 12.279, 10.600], [15.642, 11.444, 10.614], [14.399, 12.128, 11.140], [16.253, 15.759, 8.229], [16.382, 16.545, 8.760], [16.808, 15.894, 7.460], [16.578, 12.802, 7.991], [17.214, 13.064, 7.327], [16.917, 11.975, 8.336]],
  "forces_ev_per_a": [[0.8, 2.0, 3.0], [-2.4, 2.3, -1.2], [1.0, -2.6, -0.5], [0.0, 0.5, 0.1], [0.2, -0.3, 0.4], [0.2, -0.4, -0.5], [2.1, 0.3, 0.5], [-0.8, -1.2, -1.8], [-0.2, -0.7, -0.3], [-0.7, -0.1, 0.4], [-0.1, 0.4, -0.3], [-0.2, 0.0, -0.1], [-0.1, 0.5, 0.4], [0.2, -0.2, -0.2], [-0.2, -0.4, -0.2], [0.4, -0.1, 0.1], [-0.3, 0.3, 0.2], [-0.2, 0.1, -0.5], [-0.2, 0.2, 0.8], [0.2, -0.2, -0.1], [-0.2, -0.4, -0.3], [0.2, 0.3, -0.1], [0.2, -0.3, 0.2]],
  "lumo_energy_ev": [-0.5, -0.5],
  "charge": 0,
  "gap_ev": [5.65, 5.96],
  "e_tot_ha": -1479.963594,
  "spin_multiplicity": 4,
  "s2": 3.755
}

Entry 8:
{
  "formula": "C2H14OSi4",
  "method": "the ωB97M-V functional and the def2-TZVPD basis",
  "elements": ["C", "C", "O", "Si", "Si", "Si", "Si", "H", "H", "H", "H", "H", "H", "H", "H", "H", "H", "H", "H", "H", "H"],
  "coordinates": [[1.501, 1.352, 0.788], [2.077, 0.622, -0.444], [3.022, -0.368, -0.098], [-3.546, 1.635, 0.161], [-1.258, -1.612, -1.036], [3.067, -1.674, 0.826], [-3.257, -0.710, -0.306], [0.403, 1.409, 0.653], [1.710, 0.765, 1.636], [1.949, 2.336, 0.845], [2.532, 1.412, -1.021], [1.295, 0.174, -1.198], [-3.033, 2.323, -1.074], [-2.480, 2.093, 1.007], [-4.938, 2.111, 0.487], [-0.703, -1.466, -2.291], [-0.222, -1.087, -0.117], [-1.145, -3.077, -0.683], [2.745, -2.993, 0.224], [4.441, -1.596, 1.283], [-4.159, -1.647, 0.359]],
  "forces_ev_per_a": [[-1.1, -0.4, -1.9], [-1.5, -0.5, -1.2], [-0.2, 1.4, -1.2], [0.1, -0.6, -1.4], [0.0, -1.1, 2.8], [-0.3, -0.6, 1.0], [-0.3, 1.0, -0.2], [0.5, 0.3, 0.3], [0.2, -0.5, 1.3], [-0.1, 0.1, 0.3], [0.8, -0.1, -0.4], [1.2, 0.7, 1.8], [-0.5, -0.2, 0.0], [0.3, 0.2, 1.1], [0.6, -0.3, 0.0], [0.4, 0.5, -2.2], [0.0, 0.2, 0.1], [-0.5, 0.4, -0.3], [0.0, 0.1, -0.3], [0.6, -0.4, 0.3], [-0.1, -0.2, 0.2]],
  "lumo_energy_ev": [0.4, -1.1],
  "charge": 0,
  "gap_ev": [7.66, 9.13],
  "e_tot_ha": -1317.606726,
  "spin_multiplicity": 3,
  "s2": 2.004
}

Entry 9:
{
  "formula": "C2H15NO4",
  "method": "the ωB97M-V functional and the def2-TZVPD basis",
  "elements": ["C", "N", "C", "H", "H", "H", "H", "H", "H", "H", "H", "H", "O", "H", "H", "O", "H", "H", "O", "H", "H", "O"],
  "coordinates": [[1.585, -0.759, 0.190], [0.549, -1.176, 1.112], [-0.869, -1.033, 0.727], [1.251, 0.043, -0.467], [1.926, -1.593, -0.437], [2.436, -0.265, 0.667], [0.693, -2.148, 1.355], [-1.157, -1.763, -0.039], [-1.375, -1.206, 1.664], [-1.095, -0.035, 0.387], [0.209, 0.927, 2.441], [0.402, -0.479, 2.937], [0.286, 0.433, 3.270], [0.013, 2.836, 0.844], [-0.619, 1.918, -0.161], [0.082, 1.927, 0.519], [-0.335, -0.954, -2.655], [1.043, -0.709, -3.194], [0.154, -0.337, -3.218], [-2.335, 1.930, -2.156], [-1.118, 1.002, -2.198], [-1.727, 1.440, -1.588]],
  "forces_ev_per_a": [[0.0, 0.4, -0.7], [-0.1, -0.3, -0.1], [1.1, -0.5, 0.1], [-0.4, -0.2, -0.1], [0.2, 0.1, 0.0], [0.0, -0.5, 0.4], [0.1, 0.1, 0.0], [-0.3, 0.0, 0.0], [-0.8, -0.1, 0.0], [0.0, 0.1, 0.0], [0.0, -0.1, 0.1], [0.1, 0.7, 0.0], [-0.1, -0.1, 0.3], [0.3, -0.2, 0.1], [0.2, -0.2, 0.0], [-0.4, 0.7, 0.0], [0.0, 0.1, -0.1], [0.1, 0.3, -0.1], [-0.2, -0.3, 0.3], [0.1, -0.1, 0.2], [0.2, 0.0, -0.1], [-0.2, 0.0, -0.3]],
  "lumo_energy_ev": 0.3,
  "charge": 0,
  "smiles": "CNC.O.O.O.O",
  "gap_ev": 9.04,
  "e_tot_ha": -440.882817
}

Entry 10:
{
  "formula": "C2H15NO5",
  "method": "the ωB97M-V functional and the def2-TZVPD basis",
  "elements": ["C", "C", "N", "H", "H", "H", "H", "H", "H", "H", "O", "H", "H", "O", "H", "H", "O", "H", "H", "O", "H", "H", "O"],
  "coordinates": [[0.409, 1.772, -0.323], [-0.753, 1.406, -0.870], [-2.070, 1.384, -0.240], [0.242, 2.397, 0.513], [1.356, 1.875, -0.895], [-0.934, 0.828, -1.900], [-2.191, 2.116, 0.491], [-2.859, 1.225, -0.716], [1.971, -0.363, 1.061], [2.925, -0.661, 1.944], [2.737, 0.089, 1.388], [-1.012, 0.797, 1.666], [-0.778, 1.337, 2.963], [-1.412, 1.008, 2.507], [2.229, -1.090, -1.789], [0.914, -0.726, -2.784], [1.284, -1.178, -1.984], [-1.411, -1.249, -0.452], [-0.656, -2.113, -1.520], [-1.503, -1.793, -1.318], [0.302, -2.357, 1.067], [0.816, -1.541, -0.327], [0.849, -1.780, 0.596]],
  "forces_ev_per_a": [[-0.5, 0.7, -1.6], [-2.9, -2.5, -2.4], [5.6, 2.4, 3.1], [0.6, 0.5, 1.3], [-0.9, -0.5, 0.6], [1.1, 1.4, 2.2], [0.0, -1.1, -0.8], [-3.0, -0.7, -2.7], [-1.5, 0.2, -1.1], [1.2, -0.2, 1.0], [0.4, 0.1, 0.2], [0.0, -0.3, -0.5], [6.6, 3.5, 5.1], [-6.5, -3.2, -4.4], [-0.3, 0.5, -0.9], [1.3, -0.4, 1.2], [-0.8, -0.1, -0.4], [-0.1, -1.4, -2.3], [1.9, -0.6, -0.3], [-2.1, 2.0, 2.5], [-1.6, -1.3, -0.1], [-0.9, -0.6, -0.7], [2.5, 1.8, 0.9]],
  "lumo_energy_ev": 0.3,
  "charge": 0,
  "smiles": "C=CN.O.O.O.O.O",
  "gap_ev": 9.11,
  "e_tot_ha": -516.059326
}